(1)
Computed, not measured: an isolated molecule of C6H7Cl, with ωB97M-V/def2-TZVPD.

Computed properties:
energy relative to the best compared isomer or geometry (same formula, charge and spin): 150.4 kcal/mol
gap between HOMO and LUMO (spin up / spin down): 7.165 / 7.165 eV
net charge: 0
LUMO level (spin up / spin down): -0.5 / -0.5 eV
HOMO energy (spin up / spin down): -7.67 / -7.67 eV

Geometry (Å):
1 C -1.062 0.325 0.389
2 C -0.175 1.279 0.742
3 C -0.559 -0.702 -0.476
4 C 1.893 0.115 -0.099
5 C 1.255 1.379 0.287
6 C -1.199 -2.003 -0.511
7 Cl 2.602 0.104 -1.606
8 H -2.050 0.518 0.608
9 H -0.382 1.926 1.578
10 H 1.290 2.132 -0.524
11 H 1.840 1.949 1.089
12 H -0.161 -2.393 -0.074
13 H -1.241 -2.360 -1.530
14 H -2.050 -2.268 0.127

Cartesian forces, eV/Å:
2.725 -0.162 -1.531
1.160 -0.177 0.785
-0.337 1.418 0.324
-1.130 -1.494 1.171
0.035 1.852 0.167
2.331 -0.120 0.799
0.570 0.341 -0.977
-2.323 -0.302 0.882
-0.537 0.585 -0.099
-0.325 -0.074 -0.053
-0.464 -1.281 -0.701
-1.804 -0.260 -0.535
0.038 -0.516 -0.097
0.061 0.190 -0.135

---

(2)
Computed, not measured: an isolated molecule of C6H7Cl, with ωB97M-V/def2-TZVPD.

Computed properties:
energy relative to the best compared isomer or geometry (same formula, charge and spin): 98.0 kcal/mol
gap between HOMO and LUMO: 8.628 eV
net charge: 0
LUMO level: -0.2 eV
HOMO energy: -8.80 eV

Geometry (Å):
1 C 1.036 0.194 0.970
2 C 0.899 0.938 -0.248
3 C -1.631 -0.557 -0.339
4 C -0.516 -1.090 -0.775
5 C 0.874 -0.584 -0.452
6 C 1.765 -1.113 -1.394
7 Cl 3.453 -0.620 -1.066
8 H 1.971 0.098 1.526
9 H 0.125 -0.066 1.517
10 H -0.025 1.260 -0.670
11 H 1.780 1.544 -0.759
12 H -2.585 -0.985 -0.660
13 H -1.518 0.442 0.225
14 H -0.500 -1.912 -1.429

Cartesian forces, eV/Å:
-0.427 -1.221 -0.370
2.499 2.324 -2.062
-0.392 1.762 0.513
1.052 0.540 0.932
-1.131 -0.424 0.237
2.091 0.079 0.184
-0.723 -0.207 -0.091
-0.188 0.148 -0.549
0.404 0.329 -0.004
-0.636 0.698 0.511
-1.664 -1.584 1.518
0.205 0.530 0.423
-1.000 -1.856 -0.629
-0.090 -1.119 -0.612

---

(3)
Computed, not measured: an isolated molecule of C6H7Cl2NO2S, with ωB97M-V/def2-TZVPD.

Computed properties:
energy relative to the best compared isomer or geometry (same formula, charge and spin): 16.1 kcal/mol
gap between HOMO and LUMO (spin up / spin down): 7.250 / 7.251 eV
net charge: 0
LUMO level (spin up / spin down): -0.9 / -0.9 eV
HOMO energy (spin up / spin down): -8.19 / -8.19 eV

Geometry (Å):
1 C -1.212 1.887 0.329
2 C -1.244 0.460 1.099
3 N -0.501 -0.342 0.208
4 C 0.791 -0.142 -0.371
5 C 1.772 0.746 0.045
6 S 1.835 1.410 1.576
7 Cl 3.141 1.046 -1.088
8 C 0.907 -1.235 -1.196
9 O 1.932 -1.665 -1.973
10 O -0.097 -2.064 -1.191
11 C -0.814 -1.660 -0.055
12 Cl -0.094 -2.777 1.311
13 H -2.141 1.859 -0.273
14 H -1.346 2.734 1.076
15 H -0.380 2.100 -0.307
16 H -2.205 -0.059 1.102
17 H -0.918 0.543 2.162
18 H 2.549 -0.958 -2.279
19 H -1.973 -1.884 -0.173

Cartesian forces, eV/Å:
-3.097 -0.047 2.487
0.358 2.307 -0.624
1.209 -1.620 -0.789
-0.995 -1.127 -0.607
1.339 1.036 2.260
0.061 -0.378 -1.692
-0.738 -0.244 0.275
3.761 0.713 -2.116
-0.954 0.662 0.252
-0.814 0.052 0.358
-2.850 -0.804 0.764
-0.482 -0.106 -0.013
0.574 0.313 0.000
0.301 -0.963 -0.929
0.549 -0.296 -0.066
-0.418 0.765 0.094
0.311 -0.267 -0.866
-0.762 -0.293 0.772
2.647 0.298 0.440